Entry A
The following is a DFT calculation (ωB97M-V with the def2-TZVPD basis set) of an isolated molecule of C10H15N3O.

Geometry as XYZ:
```
29
C10H15N3O, DFT ωB97M-V with the def2-TZVPD basis set
C 1.86 -0.79 -0.46
C 2.00 0.69 -0.82
C 3.19 1.34 0.02
C 2.09 1.10 -2.28
N 0.87 1.59 -0.42
N -0.18 1.22 0.01
C -1.20 0.47 0.38
C -1.97 -0.47 -0.35
N -2.12 -0.33 -1.65
O -2.88 -1.08 -2.30
C -2.86 -1.52 0.29
C -2.73 -1.62 1.75
C -2.00 -0.78 2.46
C -1.54 0.52 1.86
H 0.86 -1.08 -0.39
H 2.41 -1.34 -1.20
H 2.33 -0.96 0.53
H 4.11 0.95 -0.11
H 3.16 2.39 -0.28
H 2.87 1.29 1.00
H 2.46 0.13 -2.78
H 1.16 1.44 -2.65
H 2.90 1.86 -2.41
H -3.97 -1.36 -0.10
H -2.45 -2.47 -0.07
H -3.27 -2.57 2.21
H -1.85 -0.81 3.59
H -0.77 1.12 2.36
H -2.48 1.08 1.82
```

## Properties
* SMILES: CC(C)(C)/N=N\C1=C(N=O)CC=CC1
* Kohn-Sham gap: 7.04 eV
* E_HOMO: -7.51 eV


Entry B
The following is a DFT calculation (ωB97M-V with the def2-TZVPD basis set) of a cluster of 2 separate species, C10H15N3O in total.

Geometry as XYZ:
```
29
C10H15N3O, DFT ωB97M-V with the def2-TZVPD basis set
C -4.49 -1.39 -0.72
C -3.57 1.59 -0.73
C -2.04 -1.28 -0.06
C -3.29 -0.88 -0.25
C 4.31 -0.69 -1.03
C -0.89 -0.61 0.68
C 0.45 -0.51 -0.17
C 1.34 0.37 0.80
C 2.71 0.61 0.27
C -3.97 1.03 0.49
N -5.64 -1.58 -0.82
N -3.10 1.95 -1.72
N -5.30 1.08 0.67
O 3.07 -0.61 -0.35
H -1.71 -2.26 -0.30
H 4.61 0.36 -1.29
H 4.06 -1.25 -1.88
H 5.06 -1.12 -0.49
H -0.64 -1.37 1.43
H -1.04 0.39 1.05
H 0.15 0.04 -1.07
H 0.76 -1.56 -0.40
H 0.88 1.31 1.09
H 1.48 -0.21 1.70
H 3.39 1.16 0.95
H 2.74 1.40 -0.59
H -3.42 1.02 1.44
H -5.86 0.83 -0.21
H -5.57 0.68 1.59
```

## Properties
* Kohn-Sham gap: 9.16 eV
* E_HOMO: -8.84 eV


Taking the most stable structure as the zero point, the relative energies in hartree are entry A 0.0676; entry B 0.0000.


Entry A
The following is a DFT calculation (ωB97M-V with the def2-TZVPD basis set) of an isolated molecule of ClH3N2OS.

Geometry as XYZ:
```
8
ClH3N2OS, DFT ωB97M-V with the def2-TZVPD basis set
N -1.01 1.73 0.00
N 0.80 -0.43 0.03
O 1.78 -1.40 0.47
S -1.03 0.35 0.58
Cl -2.19 -1.00 -0.58
H -0.90 2.29 -0.74
H 0.49 -0.78 -0.89
H 2.05 -0.77 1.13
```

## Properties
* Kohn-Sham gap (spin up / spin down): 8.49 / 8.50 eV
* E_HOMO (spin up / spin down): -8.85 / -8.85 eV


Entry B
The following is a DFT calculation (ωB97M-V with the def2-TZVPD basis set) of a cluster of 2 separate species, ClH3N2OS in total.

Geometry as XYZ:
```
8
ClH3N2OS, DFT ωB97M-V with the def2-TZVPD basis set
N -0.21 0.84 -0.48
S 0.80 -0.23 0.05
N 2.21 0.02 0.52
O 0.42 -1.67 -0.13
H 0.15 1.75 -0.57
H 2.75 -0.77 0.89
Cl -3.33 0.38 0.32
H -2.79 -0.32 -0.60
```

## Properties
* SMILES: N=S(=N)=O.Cl
* Kohn-Sham gap: 10.51 eV
* E_HOMO: -11.01 eV


Entry C
The following is a DFT calculation (ωB97M-V with the def2-TZVPD basis set) of a cluster of 2 separate species, ClH3N2OS in total.

Geometry as XYZ:
```
8
ClH3N2OS, DFT ωB97M-V with the def2-TZVPD basis set
N 1.43 -0.73 0.58
N -0.92 -0.41 -0.83
O -0.72 -0.33 1.74
S 0.09 -0.08 0.63
Cl 0.60 2.74 0.33
H 2.08 -0.80 -0.24
H -1.92 -0.32 -0.46
H -0.64 -0.08 -1.75
```

## Properties
* Kohn-Sham gap (spin up / spin down): 7.47 / 7.14 eV
* E_HOMO (spin up / spin down): -10.21 / -10.03 eV


Taking the most stable structure as the zero point, the relative energies in hartree are entry A 0.0768; entry B 0.0000; entry C 0.0341.


Entry A
The following is a DFT calculation (ωB97M-V with the def2-TZVPD basis set) of a structure of composition C18H44N2O6Pd.

Geometry as XYZ:
```
71
C18H44N2O6Pd, DFT ωB97M-V with the def2-TZVPD basis set
Pd -0.23 -0.50 -0.08
C -2.33 -4.56 -0.49
C -2.17 -3.33 0.38
C -1.40 -3.68 1.71
O -1.60 -2.21 -0.21
H -3.04 -5.28 -0.08
H -1.51 -5.23 -0.74
H -2.75 -4.25 -1.44
H -3.19 -3.03 0.63
H -1.34 -2.90 2.47
H -0.44 -4.06 1.37
H -1.92 -4.49 2.21
C 2.75 2.96 -0.57
C 1.60 2.61 0.49
C 0.66 3.72 0.88
O 0.81 1.51 0.09
H 3.03 4.00 -0.43
H 2.32 2.87 -1.57
H 3.50 2.17 -0.53
H 2.25 2.45 1.35
H -0.19 3.43 1.51
H 0.33 4.11 -0.08
H 1.06 4.58 1.42
C 0.62 -1.44 -6.40
O 0.59 -1.32 -4.96
C 1.37 -0.17 -4.38
C 1.27 -0.01 -2.88
N 0.65 -1.15 -2.15
C 1.68 -2.14 -1.76
C 2.44 -1.65 -0.55
O 1.57 -1.35 0.58
C 2.21 -1.13 1.81
H 0.32 -0.53 -6.92
H 0.02 -2.29 -6.73
H 1.58 -1.75 -6.82
H 1.16 0.80 -4.85
H 2.40 -0.44 -4.61
H 0.67 0.86 -2.61
H 2.29 0.03 -2.50
H 0.00 -1.49 -2.84
H 2.44 -2.40 -2.50
H 1.35 -3.11 -1.38
H 3.04 -0.77 -0.78
H 3.19 -2.42 -0.33
H 2.85 -0.26 1.67
H 2.95 -1.88 2.10
H 1.60 -0.98 2.70
C -0.50 3.13 4.99
O -1.06 2.06 4.29
C -0.27 0.86 4.07
C -1.00 -0.13 3.17
N -1.27 0.42 1.84
C -2.70 0.83 1.63
C -2.91 1.45 0.18
O -2.04 0.95 -0.80
C -1.74 2.00 -1.72
H 0.15 2.82 5.81
H -1.20 3.86 5.41
H 0.15 3.66 4.29
H 0.03 0.49 5.05
H 0.63 1.17 3.55
H -1.90 -0.48 3.67
H -0.39 -1.03 3.10
H -0.88 1.35 1.90
H -2.78 1.62 2.38
H -3.34 -0.04 1.79
H -2.47 2.42 0.39
H -3.90 1.79 -0.14
H -1.15 1.72 -2.59
H -1.25 2.86 -1.28
H -2.68 2.31 -2.18
```

## Properties
* spin multiplicity: 3
* Kohn-Sham gap (spin up / spin down): 7.79 / 7.48 eV
* E_HOMO (spin up / spin down): -7.12 / -6.91 eV
* ⟨S²⟩: 2.00


Entry B
The following is a DFT calculation (ωB97M-V with the def2-TZVPD basis set) of a structure of composition C18H44N2O6Pd.

Geometry as XYZ:
```
71
C18H44N2O6Pd, DFT ωB97M-V with the def2-TZVPD basis set
Pd 0.17 -0.21 -0.10
C 1.64 6.47 -3.25
C 0.87 6.08 -1.96
C 0.32 7.43 -1.48
C -0.77 7.91 -2.44
C -1.92 6.93 -2.65
C -1.44 5.48 -3.01
N -0.18 5.06 -2.23
O 0.31 3.66 -2.41
C -1.17 5.52 -4.49
C -2.64 4.55 -2.69
C 1.81 5.60 -0.86
H 2.19 5.63 -3.67
H 2.46 7.15 -3.01
H 1.09 6.79 -4.14
H 1.07 8.20 -1.33
H -0.14 7.18 -0.53
H -0.29 8.10 -3.40
H -1.24 8.84 -2.13
H -2.53 7.35 -3.45
H -2.43 6.89 -1.69
H -0.92 6.51 -4.86
H -2.01 5.18 -5.10
H -0.31 4.93 -4.82
H -2.49 3.53 -3.01
H -3.65 4.86 -2.99
H -2.75 4.39 -1.61
H 2.25 4.65 -1.19
H 1.37 5.22 0.06
H 2.74 6.16 -0.74
C -1.95 -6.07 1.68
C -1.17 -5.73 3.00
C -0.88 -6.94 3.92
C 0.31 -7.84 3.43
C 1.59 -6.97 3.30
C 1.35 -5.71 2.38
N 0.08 -4.99 2.86
O -0.02 -3.67 2.35
C 1.25 -6.19 0.94
C 2.63 -4.96 2.58
C -2.16 -4.83 3.87
H -1.45 -6.86 1.12
H -2.01 -5.17 1.06
H -2.96 -6.42 1.89
H -1.69 -7.68 3.93
H -0.69 -6.64 4.95
H 0.01 -8.38 2.53
H 0.50 -8.66 4.12
H 2.31 -7.63 2.82
H 1.97 -6.74 4.29
H 0.96 -7.24 0.88
H 2.24 -6.08 0.49
H 0.54 -5.68 0.30
H 2.84 -4.83 3.64
H 2.73 -4.02 2.05
H 3.49 -5.58 2.29
H -1.61 -4.52 4.76
H -2.84 -5.59 4.26
H -2.63 -4.07 3.25
O 2.58 1.25 1.49
H 3.45 0.95 1.76
H 2.61 2.20 1.62
O -1.46 -1.35 -2.71
H -2.36 -1.67 -2.70
H -1.20 -1.40 -3.63
O 2.89 -1.40 -1.55
H 3.66 -1.60 -1.03
H 3.24 -1.10 -2.39
O -2.21 1.06 1.65
H -2.28 1.99 1.88
H -3.07 0.70 1.83
```

## Properties
* spin multiplicity: 3
* Kohn-Sham gap (spin up / spin down): 6.09 / 5.41 eV
* E_HOMO (spin up / spin down): -5.49 / -5.49 eV
* ⟨S²⟩: 2.01


Taking the most stable structure as the zero point, the relative energies in hartree are entry A 0.0000; entry B 0.0144.


Entry A
The following is a DFT calculation (ωB97M-V with the def2-TZVPD basis set) of an isolated molecule of C19H26N4O3.

Geometry as XYZ:
```
52
C19H26N4O3, DFT ωB97M-V with the def2-TZVPD basis set
C -7.28 -0.29 0.20
C -5.91 0.01 -0.42
N -4.75 -0.47 0.33
C -4.60 0.12 1.65
C -4.61 1.64 1.66
C -4.67 -1.93 0.39
C -3.23 -2.44 0.41
C -2.49 -2.08 -0.88
N -2.35 -0.65 -1.03
C -1.19 -0.01 -0.75
O -0.04 -0.69 -0.61
C 0.92 0.28 -0.42
C 2.30 -0.10 -0.22
C 2.70 -1.43 -0.25
C 4.03 -1.76 -0.05
C 4.98 -0.77 0.17
O 6.30 -0.99 0.38
C 6.77 -2.31 0.37
C 4.57 0.59 0.20
O 5.57 1.49 0.42
C 5.23 2.85 0.46
C 3.25 0.91 0.00
N 0.44 1.48 -0.42
C -0.91 1.34 -0.63
C -1.81 2.40 -0.72
N -2.60 3.24 -0.79
H -7.42 -1.36 0.33
H -7.39 0.20 1.16
H -8.06 0.09 -0.46
H -5.79 1.09 -0.55
H -5.86 -0.45 -1.41
H -5.37 -0.25 2.35
H -3.63 -0.22 2.04
H -4.27 2.00 2.63
H -5.61 2.04 1.49
H -3.95 2.04 0.89
H -5.20 -2.32 1.28
H -5.17 -2.34 -0.50
H -2.69 -2.02 1.26
H -3.25 -3.52 0.52
H -3.05 -2.45 -1.74
H -1.50 -2.53 -0.89
H -3.21 -0.15 -0.78
H 1.97 -2.21 -0.42
H 4.32 -2.79 -0.08
H 7.85 -2.24 0.55
H 6.31 -2.91 1.16
H 6.61 -2.79 -0.60
H 4.52 3.07 1.27
H 4.81 3.19 -0.49
H 6.16 3.38 0.66
H 2.90 1.92 0.01
```

## Properties
* SMILES: CCN(CC)CCCNc1oc(-c2ccc(OC)c(OC)c2)nc1C#N
* Kohn-Sham gap: 7.95 eV
* E_HOMO: -7.27 eV


Entry B
The following is a DFT calculation (ωB97M-V with the def2-TZVPD basis set) of an isolated molecule of C19H26N4O3.

Geometry as XYZ:
```
52
C19H26N4O3, DFT ωB97M-V with the def2-TZVPD basis set
C -3.50 -2.93 -1.55
O -2.99 -2.51 -0.31
C -1.63 -2.41 -0.16
C -0.70 -2.63 -1.17
C 0.64 -2.40 -0.93
C 1.10 -1.97 0.31
N 2.46 -1.73 0.49
C 2.93 -0.75 1.44
C 4.46 -0.70 1.42
C 4.99 -0.02 0.16
C 4.32 1.34 -0.03
N 2.88 1.20 -0.05
C 2.21 1.38 -1.22
O 2.80 1.73 -2.23
C 0.71 1.17 -1.23
C -0.03 2.35 -0.58
C -1.45 2.03 -0.26
N -1.82 0.81 -0.18
N -3.11 0.52 0.12
C -4.01 1.35 0.70
O -5.13 0.99 0.99
C -3.45 2.74 1.01
C -2.42 3.16 -0.02
C 2.35 0.66 1.17
C 0.16 -1.81 1.33
C -1.18 -2.03 1.10
H -4.58 -2.94 -1.43
H -3.15 -3.94 -1.80
H -3.23 -2.24 -2.35
H -1.01 -2.95 -2.15
H 1.35 -2.55 -1.74
H 2.96 -1.70 -0.39
H 2.60 -1.07 2.44
H 4.86 -1.71 1.50
H 4.79 -0.13 2.30
H 6.07 0.11 0.23
H 4.78 -0.63 -0.72
H 4.62 1.80 -0.97
H 4.59 2.01 0.80
H 0.41 1.10 -2.27
H 0.43 0.25 -0.73
H 0.00 3.22 -1.25
H 0.47 2.65 0.35
H -3.34 -0.47 0.03
H -2.99 2.67 2.00
H -4.28 3.44 1.07
H -2.91 3.39 -0.98
H -1.89 4.06 0.30
H 1.26 0.60 1.14
H 2.64 1.32 2.00
H 0.48 -1.51 2.32
H -1.90 -1.89 1.88
```

## Properties
* SMILES: COc1ccc(N[C@H]2CCCN(C(=O)CCC3=NNC(=O)CC3)C2)cc1
* Kohn-Sham gap: 8.24 eV
* E_HOMO: -7.62 eV


Taking the most stable structure as the zero point, the relative energies in hartree are entry A 0.0619; entry B 0.0000.